[1]
A molecular structure, C26H48OP2Sn. Source: OMol25; level of theory: ωB97M-V with the def2-TZVPD basis set.

Structure (XYZ):
```
78
Properties=species:S:1:pos:R:3:forces:R:3:lowdin_charge:R:1
Sn 0.54668 0.15461 0.23174 -1.212 0.358 6.479 1.22
C -0.77887 -2.62417 3.23592 0.314 0.736 0.380 -0.23
C 0.50915 -2.98749 2.77901 -1.415 0.298 0.355 -0.21
C 0.76492 -1.38488 4.41592 2.284 -1.466 -1.687 -0.19
C -0.63335 -1.64229 4.25553 -0.301 -0.985 -1.143 -0.17
C 1.46833 -2.22571 3.50296 -0.661 2.391 2.258 -0.22
C -2.06326 -3.19100 2.78575 -0.549 -0.401 -0.085 -0.06
H -1.99868 -3.52282 1.74672 -0.159 -0.037 -0.010 0.06
H -2.86893 -2.45539 2.86318 -0.001 -0.131 -0.086 0.07
H -2.35739 -4.06238 3.38534 -0.065 0.090 -0.152 0.10
C -1.69807 -0.98476 5.03374 -0.666 0.111 0.169 -0.01
H -2.68363 -1.37085 4.73462 0.260 0.211 0.221 0.08
H -1.69884 0.11182 4.87894 0.052 -0.415 0.125 0.08
H -1.57957 -1.16085 6.11949 0.002 0.105 -0.425 0.11
C 1.36308 -0.44081 5.38286 0.295 0.367 0.378 -0.03
H 1.16196 -0.74946 6.42598 0.100 0.162 -0.371 0.10
H 0.95360 0.57630 5.25358 0.181 -0.358 0.158 0.06
H 2.45588 -0.39122 5.24947 -0.427 0.044 0.161 0.08
C 2.93824 -2.30503 3.37531 0.561 -0.116 -0.007 -0.05
H 3.37207 -2.95584 4.15081 0.011 0.145 -0.262 0.10
H 3.39452 -1.31279 3.48649 0.024 -0.255 -0.047 0.07
H 3.22466 -2.71699 2.39967 0.113 0.077 0.188 0.06
C 0.81674 -4.01369 1.77311 0.072 -0.321 -0.433 -0.03
H 1.01450 -4.98735 2.23969 0.002 0.098 -0.052 0.11
H 1.70586 -3.75224 1.19315 0.026 -0.081 0.023 0.07
H -0.01511 -4.15361 1.08031 -0.004 -0.098 0.015 0.07
C -1.45139 1.29558 -4.12433 -1.030 -0.861 -0.099 -0.14
C -1.78608 -0.01151 -4.04428 -0.758 1.387 -0.955 -0.16
C -1.15117 -1.08365 -4.86283 0.298 -0.377 -0.424 -0.15
C 0.37358 -0.82398 -5.13206 -0.627 -0.995 -1.424 -0.16
C 1.17082 -0.38879 -3.96841 0.980 -0.724 0.095 -0.07
C 1.69152 0.96447 -3.68358 0.218 1.777 -0.516 -0.39
C 0.98035 2.13197 -4.46973 0.803 0.195 0.042 -0.14
C -0.44762 1.93281 -5.02918 0.065 0.806 -0.410 -0.16
H -1.69023 -1.17535 -5.82823 0.365 0.105 0.347 0.14
H 0.42915 -0.19099 -6.02945 0.342 -0.044 0.586 0.12
H -1.27334 -2.07804 -4.40751 0.019 0.338 0.072 0.12
H -0.39621 1.46283 -6.01994 -0.174 0.111 0.478 0.12
H -1.96883 2.03099 -3.49208 -0.040 -0.461 -0.322 0.10
H -2.67238 -0.31200 -3.47190 0.418 0.252 -0.166 0.10
H -0.82949 2.96075 -5.22299 0.296 -0.619 0.011 0.14
H 1.00632 3.06405 -3.87973 0.055 -0.341 -0.047 0.11
H 2.78290 1.09794 -3.84586 -0.182 -0.439 -0.659 0.13
H 1.64309 2.33222 -5.33183 -0.337 -0.004 0.356 0.14
H 0.78733 -1.80230 -5.47112 -0.199 0.604 0.285 0.14
H 1.70148 -1.22175 -3.50677 -0.218 0.279 0.057 0.10
P -1.73405 0.43134 -0.90636 0.977 -1.389 1.414 0.84
C -3.34108 1.17218 -1.27990 -0.597 0.970 -0.284 -0.21
C -1.56494 -1.32648 -1.46707 -0.156 -0.182 -0.094 -0.27
P 1.85520 1.15684 -1.84349 -1.231 0.005 -0.958 0.91
C -0.21997 1.24522 -1.69362 0.349 0.186 -1.693 -0.51
C 2.88833 -0.33674 -1.55948 0.194 -0.242 0.481 -0.25
C 2.55856 2.59946 -0.98138 0.266 0.222 0.000 -0.14
H -3.45472 2.09400 -0.67864 0.106 -0.450 -0.245 0.06
H -4.13324 0.47461 -0.94806 0.598 0.083 0.004 0.09
H -3.52594 1.42033 -2.33904 0.218 -0.216 0.452 0.05
H -1.05293 -1.49609 -2.41910 -0.127 0.212 0.222 0.03
H -2.57298 -1.75080 -1.54475 0.147 -0.014 0.027 0.08
H -1.02356 -1.89232 -0.69490 -0.391 0.108 -0.136 0.01
H 2.55052 3.49366 -1.61821 -0.089 -0.246 0.010 0.08
H 3.59557 2.40286 -0.66375 -0.322 -0.106 -0.302 0.09
H 1.98520 2.82194 -0.06299 -0.031 -0.251 -0.345 0.06
H -0.41644 2.29489 -1.90923 0.235 0.055 0.103 0.09
H -0.25811 0.64315 -2.59775 0.182 0.431 -0.157 -0.03
H 3.42264 -0.32916 -0.61062 -0.115 0.254 0.123 0.06
H 3.63265 -0.41871 -2.35339 0.016 0.354 -0.190 0.09
H 2.31323 -1.26212 -1.58985 -0.130 0.176 0.060 0.04
C -1.76417 2.89319 1.96217 -0.186 -0.278 0.158 -0.06
C -0.27932 2.76772 2.25986 0.061 0.866 0.060 -0.55
C -0.00132 2.77824 3.76138 -0.019 -0.201 0.069 -0.05
O 0.33711 1.65061 1.65557 0.806 -1.757 -1.600 -0.45
H -2.31693 2.03084 2.37090 0.132 0.264 -0.109 0.09
H -1.95755 2.95119 0.88106 0.068 0.065 0.160 0.05
H -2.14322 3.81246 2.43429 0.017 -0.328 -0.229 0.10
H 0.20602 3.67609 1.86187 -0.034 -0.125 -0.079 0.13
H -0.44488 1.89834 4.25499 0.106 0.314 -0.219 0.06
H 1.07972 2.78082 3.95626 -0.301 -0.037 -0.070 0.09
H -0.43369 3.68601 4.20573 0.121 -0.257 -0.090 0.10
```
Forces are in eV/Å.

Results
Relative energy (zero: lowest compared OMol25 entry of this formula, charge and spin) in kcal/mol: 29.0
E_HOMO (spin up / spin down) in Ha: -0.4111 / -0.4148
Net charge: +2
Strongest force on any atom in eV Å⁻¹: 6.601
LUMO level (spin up / spin down) in eV: -7.9 / -7.8
HOMO-LUMO gap (spin up / spin down) in eV: 3.321 / 3.441

=====

[2]
A molecular structure, C28H34BN4O5Pt. Source: OMol25; level of theory: ωB97M-V with the def2-TZVPD basis set.

Structure (XYZ):
```
73
Properties=species:S:1:pos:R:3:forces:R:3:lowdin_spin:R:1
Pt -0.10150 0.05392 -0.08727 0.579 -0.429 -0.011 1.77
O 4.01598 0.90908 0.60577 0.148 -0.086 0.072 0.07
C 2.88054 1.08718 0.23256 -0.103 0.022 -0.229 0.03
N 2.08810 0.10179 -0.35030 -0.117 0.261 0.204 0.32
C 2.63729 -1.01450 -0.86406 -0.043 0.039 0.017 0.16
C 3.96362 -1.11325 -1.35918 0.008 0.033 0.031 0.02
C 4.41256 -2.30650 -1.82638 -0.016 -0.174 -0.044 0.08
C 3.57552 -3.46243 -1.82638 0.149 0.072 -0.037 0.11
C 2.29782 -3.40882 -1.36042 -0.084 0.019 0.055 0.01
C 1.78926 -2.18345 -0.87255 0.045 0.021 0.021 0.17
N 0.54953 -2.01292 -0.35887 -0.484 -0.057 0.220 0.29
C -0.08687 -3.04013 0.32261 0.064 0.188 -0.202 0.03
O 0.46640 -4.03791 0.72515 0.081 -0.159 0.014 0.06
C -1.55955 -2.85017 0.55029 0.022 0.291 -0.085 0.01
C -2.30413 -3.92928 0.98842 -0.036 -0.149 0.073 0.01
C -3.67789 -3.78665 1.09997 0.035 -0.095 0.032 0.00
C -4.24843 -2.57199 0.76506 -0.149 0.046 0.012 0.01
C -3.42578 -1.53202 0.36568 0.314 -0.003 -0.028 0.01
N -2.10238 -1.66478 0.26798 0.010 0.046 -0.091 0.15
C 2.25076 2.44292 0.35178 -0.219 -0.119 -0.122 0.01
C 3.02375 3.49332 0.80898 0.138 0.084 0.066 0.00
C 2.49306 4.77180 0.76541 0.059 0.038 0.021 0.00
C 1.22113 4.94599 0.24933 -0.010 0.103 0.003 0.01
C 0.50631 3.83101 -0.15569 0.019 -0.213 0.061 0.01
N 1.00228 2.59711 -0.08759 -0.110 -0.054 -0.042 0.14
H 4.59808 -0.24090 -1.35834 -0.018 -0.029 -0.005 0.00
H 5.42151 -2.38203 -2.21133 -0.045 -0.025 -0.007 0.00
H 3.96226 -4.39777 -2.21133 0.007 0.056 0.002 0.01
H 1.66665 -4.28437 -1.35900 0.027 0.029 0.001 0.00
H -1.79079 -4.85319 1.21756 -0.042 0.012 -0.019 0.00
H -4.29290 -4.61441 1.43182 0.037 0.042 -0.030 0.00
H -5.32016 -2.42411 0.80639 0.056 0.009 0.024 0.00
H -3.82998 -0.56818 0.09602 -0.005 0.073 -0.037 0.00
H 4.02388 3.28799 1.16450 -0.017 0.029 -0.019 0.00
H 3.07211 5.62075 1.10654 -0.019 -0.038 -0.005 0.00
H 0.77969 5.93066 0.16055 0.014 -0.058 0.012 0.00
H -0.49404 3.93179 -0.54608 -0.090 -0.047 0.022 0.00
C -1.09362 1.37572 3.68467 0.075 0.022 0.024 0.00
C -1.26234 0.11719 2.86482 0.127 0.145 0.240 0.01
O -0.01425 -0.26588 2.24172 -0.191 0.150 -0.149 0.11
C 0.77091 -1.11412 3.11268 0.129 -0.129 -0.055 0.01
C 2.15099 -1.37070 2.56603 -0.021 0.106 -0.045 0.00
H -2.03975 1.62593 4.17081 0.054 0.006 -0.030 0.00
H -0.80084 2.20378 3.03754 -0.031 -0.014 0.030 0.00
H -0.33912 1.24875 4.46297 -0.051 0.027 -0.007 0.00
H -1.97703 0.28562 2.07048 -0.066 -0.030 -0.103 0.00
H -1.61944 -0.71566 3.47385 0.031 -0.097 -0.004 0.00
H 0.22819 -2.05199 3.25685 -0.059 -0.029 -0.030 0.00
H 0.84282 -0.61179 4.07817 -0.059 0.054 0.023 0.00
H 2.11171 -1.94668 1.64464 0.057 -0.023 0.049 0.00
H 2.71667 -1.95215 3.29639 -0.053 0.028 -0.019 0.00
H 2.68724 -0.43795 2.38966 0.013 -0.062 0.041 0.00
C -5.13890 1.74099 -1.17569 -0.029 0.003 -0.027 0.00
C -3.74023 2.31739 -1.06617 0.069 0.074 0.019 0.01
C -3.50855 3.30518 -2.19751 0.112 0.004 -0.041 0.00
O -2.78136 1.23076 -1.25987 0.133 -0.231 0.052 0.05
B -1.80257 1.33263 -0.31833 -0.477 0.330 0.198 0.26
O -2.04341 2.31933 0.60230 0.088 -0.014 -0.140 0.04
C -3.37092 2.87440 0.35904 -0.071 -0.073 -0.075 0.01
C -3.28248 4.38521 0.44355 0.021 0.051 0.048 0.00
C -4.26499 2.35735 1.47555 0.047 -0.078 0.054 0.00
H -5.27915 1.32743 -2.17486 -0.004 0.006 0.040 0.00
H -5.88233 2.52680 -1.02484 0.015 -0.039 -0.012 0.00
H -5.32261 0.95345 -0.44599 -0.013 0.035 -0.034 0.00
H -3.67157 2.79432 -3.14671 0.002 0.026 0.021 0.00
H -2.48293 3.68153 -2.19402 -0.064 -0.002 -0.003 0.00
H -4.19720 4.14932 -2.13448 0.045 -0.033 -0.009 0.00
H -2.58981 4.80279 -0.28563 -0.041 -0.012 0.024 0.00
H -2.94378 4.66722 1.44213 -0.027 0.005 -0.045 0.00
H -4.26557 4.83076 0.27770 0.041 0.004 0.009 0.00
H -4.28710 1.26452 1.49360 -0.035 0.070 0.012 0.00
H -5.28570 2.73028 1.37641 0.054 -0.039 0.007 0.00
H -3.86355 2.70202 2.42973 -0.027 -0.019 -0.016 0.00
```
Forces are in eV/Å.

Results
E_HOMO (spin up / spin down) in Ha: -0.3913 / -0.4203
Net charge: +1
Strongest force on any atom in eV Å⁻¹: 0.720
Spin multiplicity: 5
LUMO level (spin up / spin down) in eV: -2.7 / -5.1
HOMO-LUMO gap (spin up / spin down) in eV: 7.922 / 6.313

=====

[3]
2 unconnected molecules or ions with the total composition C21H35BN3O6. Source: OMol25; level of theory: ωB97M-V with the def2-TZVPD basis set.

Structure (XYZ):
```
66
Properties=species:S:1:pos:R:3:forces:R:3:lowdin_charge:R:1
C 1.19242 -0.61970 3.08541 -1.030 -2.329 -2.559 0.02
C 0.82042 -1.59389 2.01093 0.785 2.598 2.515 -0.11
C 1.05728 -1.29219 0.39680 2.708 -3.455 3.007 -0.10
N -0.06706 -0.51428 -0.29147 -0.236 0.493 0.542 -0.07
B 0.71443 0.77625 -0.64607 2.474 3.503 -1.920 -0.38
C 0.38016 2.30024 -0.08607 0.253 0.682 0.027 0.00
O 1.89178 0.82342 -1.58730 -3.676 -0.545 0.026 0.01
C -1.20755 -0.13987 0.67028 -3.005 0.290 2.084 -0.06
C -2.49990 0.60310 -0.00900 -1.583 -0.363 1.863 -0.20
C -3.67969 0.61804 1.17883 -0.789 0.626 -1.484 -0.16
O -3.23306 1.24458 2.43169 -0.703 -3.242 -0.097 -0.23
C -3.49957 0.18911 3.46465 -0.980 -0.674 0.244 -0.10
O -3.10916 -0.22881 -1.10116 3.244 1.630 0.081 -0.12
C -1.99352 -0.25755 -2.05792 0.183 1.453 -0.145 -0.12
C -0.72798 -1.19364 -1.46581 -2.514 -1.949 -3.328 -0.24
C 0.12831 -1.40930 -2.83474 0.961 -0.070 -1.467 -0.12
C 1.48737 -2.29265 -2.78527 1.444 -0.384 -0.415 -0.10
C 1.30311 -3.90596 -2.57155 -3.253 -4.385 -1.259 -0.27
O 0.42522 -4.70222 -3.18723 5.777 5.593 3.999 -0.01
O 2.18187 -4.54487 -1.53626 -0.726 3.155 -2.400 -0.02
C -1.47859 -2.65494 -1.10603 -1.704 -2.625 -0.388 -0.08
C -2.52684 -3.15656 -2.30497 -0.298 -3.421 3.370 0.04
C -3.36755 -4.57218 -2.05284 4.618 3.108 4.218 0.02
C -2.94647 -5.19986 -0.58525 0.309 1.080 -0.913 -0.03
C -1.86581 -4.62234 0.46401 -1.876 1.360 -4.244 -0.08
N -1.17186 -3.37507 0.16193 -3.008 -0.933 -3.355 0.02
H 0.50549 -0.53686 4.04400 2.073 -0.872 -1.746 0.09
H 2.13561 0.07501 3.03763 -2.429 -0.844 -0.417 0.09
H 0.36763 -2.62712 2.33661 0.154 2.564 -1.016 0.11
H 1.22991 -2.37361 -0.06019 -0.803 2.573 0.517 0.13
H 2.10509 -0.77671 0.37572 -2.059 -0.294 -0.419 0.15
H -0.48950 2.74317 -0.77378 1.581 -0.908 1.749 0.10
H 0.14585 2.36028 1.05754 -0.013 0.054 -2.232 0.10
H 1.29111 3.05434 -0.25567 -1.852 -1.991 0.266 0.10
H 1.60606 1.27861 -2.45544 0.807 -0.788 2.121 0.14
H -1.72109 -1.08871 1.18224 1.741 1.681 -1.533 0.15
H -0.87692 0.52190 1.57597 -0.256 -1.289 -2.109 0.14
H -2.35082 1.72089 -0.30139 -0.007 -2.189 0.129 0.15
H -4.09196 -0.48117 1.29780 1.063 2.147 -0.127 0.14
H -4.59486 1.27455 0.78738 2.047 -1.442 0.572 0.16
H -4.64585 -0.13094 3.38829 2.385 0.787 0.266 0.11
H -2.89193 -0.79596 3.20026 -0.972 2.116 0.799 0.10
H -3.32000 0.57430 4.55619 -0.019 -0.569 -2.378 0.11
H -2.28949 -0.54516 -3.16343 0.367 0.018 2.675 0.15
H -1.69033 0.88951 -2.19702 -0.006 -2.328 0.295 0.15
H 0.42998 -0.37776 -3.36376 -0.681 -2.117 1.536 0.14
H -0.53639 -1.91507 -3.69199 1.181 0.911 2.413 0.15
H 2.01695 -2.16543 -3.84862 -1.251 -0.419 2.256 0.16
H 2.31078 -1.91436 -2.00824 -2.060 -0.653 -1.661 0.12
H 2.94986 -3.91059 -1.30956 -1.802 -1.304 -0.632 0.12
H -2.72520 -2.62800 -3.32004 0.631 -0.833 2.219 0.09
H -4.14408 -5.02876 -2.79891 1.740 0.962 1.723 0.11
H -3.51495 -6.19656 -0.28144 1.430 2.327 -0.643 0.10
H -1.66849 -5.20117 1.48442 -0.335 1.577 -2.563 0.13
C 2.57294 5.39354 1.97411 0.672 -0.393 -0.128 -0.33
O 2.21228 4.54275 2.77776 0.426 0.329 -0.703 -0.01
N 3.72992 5.34639 1.22511 -1.312 0.196 0.651 -0.21
C 4.08699 6.39559 0.29311 0.112 -0.134 0.065 -0.06
C 4.61736 4.21205 1.37394 -0.127 -0.108 0.257 -0.05
H 1.97187 6.29740 1.78401 0.105 0.023 -0.063 0.13
H 4.17203 5.96493 -0.70885 0.059 0.226 -0.025 0.09
H 5.04916 6.82184 0.59198 -0.088 0.108 -0.201 0.09
H 3.33229 7.18655 0.28101 0.092 -0.175 0.067 0.09
H 4.07216 3.29746 1.12165 0.199 -0.046 0.068 0.08
H 4.94499 4.15017 2.41608 0.057 -0.167 -0.158 0.10
H 5.48779 4.31384 0.71987 -0.225 0.069 0.108 0.09
```
Forces are in eV/Å.

Results
Relative energy (zero: lowest compared OMol25 entry of this formula, charge and spin) in kcal/mol: 342.5
E_HOMO in Ha: -0.4154
Net charge: +1
Strongest force on any atom in eV Å⁻¹: 8.981
LUMO level in eV: -3.1
HOMO-LUMO gap in eV: 8.163

=====

[4]
2 unconnected molecules or ions with the total composition C5H12O2. Source: OMol25; level of theory: ωB97M-V with the def2-TZVPD basis set.

Structure (XYZ):
```
19
Properties=species:S:1:pos:R:3:forces:R:3:lowdin_charge:R:1
C 0.99972 0.88364 -0.20206 0.267 0.015 -0.161 -0.13
C 2.00649 -0.20210 0.05176 0.133 0.225 0.123 -0.28
O 1.60967 -1.44231 -0.54673 0.004 -0.027 -0.044 -0.15
C 0.32146 -1.77760 -0.15735 -0.278 0.021 0.072 -0.28
C -0.73682 -0.82467 -0.60579 0.115 -0.241 -0.192 0.10
O -1.41011 0.56032 0.78154 0.098 0.097 0.115 -0.21
C -2.30476 1.48988 0.20612 -0.164 0.104 -0.074 -0.15
H -0.41183 0.80051 0.49484 -0.156 -0.066 0.012 0.01
H 1.00894 1.22378 -1.24354 -0.026 -0.072 0.131 0.06
H 1.20445 1.74650 0.44623 -0.065 -0.122 -0.031 0.07
H 2.13476 -0.35797 1.13711 -0.034 0.002 -0.145 0.12
H 2.99917 -0.00899 -0.37338 -0.154 -0.005 0.058 0.12
H 0.09651 -2.74572 -0.63311 -0.032 0.128 0.041 0.14
H 0.23382 -1.92480 0.93311 0.032 0.002 -0.112 0.14
H -0.61186 -0.38149 -1.58795 0.000 0.007 0.168 0.10
H -1.74595 -1.17392 -0.40295 0.139 0.056 0.014 0.09
H -3.23284 0.97508 -0.06814 0.121 0.076 0.007 0.08
H -1.86916 1.95302 -0.69203 -0.066 -0.072 0.114 0.09
H -2.55802 2.28203 0.92143 0.065 -0.129 -0.096 0.08
```
Forces are in eV/Å.

Results
Relative energy (zero: lowest compared OMol25 entry of this formula, charge and spin) in kcal/mol: 135.6
E_HOMO (spin up / spin down) in Ha: -0.2848 / -0.2848
Strongest force on any atom in eV Å⁻¹: 0.329
LUMO level (spin up / spin down) in eV: 0.1 / 0.1
HOMO-LUMO gap (spin up / spin down) in eV: 7.854 / 7.854